1.
13
Properties=species:S:1:pos:R:3:lowdin_charge:R:1 method="wB97M-V/def2-TZVPD" relative_energy_ev=3.124 max_force_ev_per_a=3.66 orbital_gap_ev=10.568 charge=0
H 1.8341 0.4478 -2.1091 0.06
N 1.2186 0.1811 -1.3441 0.09
C 1.7363 0.4466 -0.2125 -0.29
O 1.1697 0.2432 0.9903 -0.05
C -0.0313 -0.5771 1.1563 -0.08
C -1.3011 -0.2231 0.4558 -0.55
N -1.4550 0.3844 -0.7109 0.19
O -2.2415 -0.5627 1.1968 0.00
H 2.7245 0.9115 -0.0948 0.14
H 0.2659 -1.6081 0.9440 0.13
H -0.9222 -0.6481 2.0372 0.18
H -2.3969 0.6045 -0.9864 0.12
H -0.6569 0.4221 -1.3370 0.06


2.
7
Properties=species:S:1:pos:R:3:lowdin_charge:R:1 method="wB97M-V/def2-TZVPD" relative_energy_ev=3.566 max_force_ev_per_a=6.37 orbital_gap_ev="6.811 / 8.504" charge=0
C -0.0317 0.0440 0.3872 -0.57
O -0.6097 -0.6906 -0.5438 -0.03
O -0.6000 0.1837 1.5123 0.02
I -3.9280 -0.0442 1.3072 0.17
H 0.9513 -0.2815 0.5259 0.14
H -0.0352 1.0321 -0.0883 0.17
H -1.5862 -0.9903 -0.2532 0.10


3.
81
Properties=species:S:1:pos:R:3:lowdin_charge:R:1 method="wB97M-V/def2-TZVPD" max_force_ev_per_a=1.47 orbital_gap_ev=7.660 charge=0
Mg -0.5265 0.8492 -0.1128 0.31
N -2.2115 3.6966 -0.6170 0.15
C -2.0994 3.2393 0.6712 -0.44
N -2.6931 3.7586 1.7403 0.04
N -2.2678 3.0113 2.7520 -0.07
N -1.4703 2.0964 2.3445 -0.06
N -1.3281 2.1997 1.0154 -0.07
C -1.3964 3.2540 -1.6163 -0.42
N -1.2393 3.8616 -2.7937 0.04
N -0.3889 3.1070 -3.4593 -0.06
N -0.0353 2.0920 -2.7560 -0.09
N -0.6523 2.1376 -1.5631 -0.02
H -2.6575 4.5902 -0.7574 0.15
C 3.6698 0.4004 -0.3859 -0.05
C 2.7313 1.6036 -0.4191 -0.37
C 3.4753 2.8933 -0.7516 -0.04
C 1.9331 1.7534 0.8867 -0.26
C 2.7281 1.7769 2.2091 -0.05
O 2.2330 0.6493 2.9286 0.03
C 1.2701 0.0774 2.1881 -0.29
N 1.0604 0.6127 1.0531 0.08
C 0.6820 -1.1480 2.7369 -0.10
C 1.4513 -1.7962 3.7080 0.00
C 1.0495 -2.9915 4.2658 -0.05
C -0.1467 -3.5651 3.8681 -0.05
C -0.9312 -2.9215 2.9300 -0.08
C -0.5377 -1.7179 2.3448 -0.27
P -1.6750 -0.9414 1.1482 1.11
C -3.0386 -0.3534 2.1953 -0.38
C -3.9997 0.3936 1.5174 -0.14
C -5.0674 0.9472 2.1947 -0.07
C -5.1764 0.7692 3.5644 -0.07
C -4.2232 0.0286 4.2427 -0.07
C -3.1540 -0.5335 3.5666 -0.07
C -2.3877 -2.4220 0.3535 -0.36
C -3.7594 -2.6230 0.2471 -0.07
C -4.2515 -3.7184 -0.4413 -0.07
C -3.3832 -4.6126 -1.0432 -0.08
C -2.0146 -4.4050 -0.9607 -0.07
C -1.5185 -3.3160 -0.2700 -0.11
H 4.1479 0.2768 -1.3541 0.07
H 3.1060 -0.5040 -0.1650 0.06
H 4.4511 0.5260 0.3614 0.08
H 1.9751 1.4267 -1.1908 0.10
H 4.2398 3.0979 -0.0057 0.08
H 2.7920 3.7397 -0.7868 0.09
H 3.9556 2.8136 -1.7239 0.07
H 1.3106 2.6514 0.7952 0.14
H 2.5341 2.6755 2.8001 0.14
H 3.8073 1.6531 2.0828 0.12
H 2.3840 -1.3483 4.0109 0.12
H 1.6692 -3.4725 5.0058 0.11
H -0.4656 -4.5065 4.2898 0.11
H -1.8752 -3.3592 2.6363 0.12
H -3.8725 0.5543 0.4497 0.11
H -5.7984 1.5295 1.6553 0.11
H -5.9991 1.2146 4.1031 0.10
H -4.3001 -0.1010 5.3121 0.10
H -2.4073 -1.0933 4.1095 0.10
H -4.4457 -1.9262 0.7076 0.10
H -5.3189 -3.8703 -0.5119 0.11
H -3.7717 -5.4668 -1.5797 0.10
H -1.3350 -5.0898 -1.4468 0.11
H -0.4488 -3.1513 -0.2145 0.10
S 1.5169 -1.9808 -2.3790 0.78
C 2.2792 -0.9008 -3.4347 -0.77
N 1.8140 0.3016 -3.7151 0.03
C 2.4690 1.1759 -4.6654 -0.16
C 3.9761 0.9538 -4.6022 -0.15
C 4.2606 -0.5220 -4.8617 -0.18
N 3.4149 -1.3305 -4.0097 0.00
H 0.9889 0.7251 -3.2471 0.06
H 2.1970 2.2017 -4.4109 0.11
H 2.0949 0.9658 -5.6740 0.13
H 4.3345 1.2259 -3.6086 0.10
H 4.4967 1.5661 -5.3349 0.12
H 5.3065 -0.7559 -4.6420 0.12
H 4.0740 -0.7621 -5.9160 0.12
H 3.6843 -2.2815 -3.8159 0.12
O -1.1489 -0.9533 -2.1116 0.01
C -0.1465 -0.6336 -1.6402 -0.39